[1]
{"formula": "C29H38N10PRbS2Si", "method": "the ωB97M-V functional and the def2-TZVPD basis", "elements": ["Rb", "C", "N", "C", "C", "N", "C", "P", "C", "N", "C", "C", "N", "C", "C", "N", "C", "C", "N", "C", "H", "H", "H", "H", "H", "H", "H", "H", "H", "H", "H", "H", "H", "H", "H", "C", "C", "N", "C", "C", "S", "C", "C", "S", "C", "N", "C", "H", "H", "H", "H", "H", "H", "H", "H", "C", "C", "C", "C", "C", "C", "N", "N", "Si", "C", "C", "C", "H", "H", "H", "H", "H", "H", "H", "H", "H", "H", "H", "H", "H", "H", "H"], "xyz": [[0.3370, 0.2836, -0.2613], [-1.5698, -5.7410, 1.9162], [-0.9755, -4.7359, 1.0591], [-0.1167, -4.9719, 0.0232], [0.1664, -3.7469, -0.5184], [-0.4909, -2.7717, 0.1670], [-1.1780, -3.3825, 1.1058], [-2.2368, -2.6142, 2.3702], [-2.9486, -1.2606, 1.3840], [-2.3157, -0.2963, 0.7528], [-3.2626, 0.4100, 0.0765], [-4.4987, -0.1288, 0.3123], [-4.2953, -1.1989, 1.1360], [-5.3284, -2.0600, 1.6765], [-0.9298, -1.7492, 3.3005], [0.2333, -1.3499, 2.8340], [0.9298, -0.8750, 3.9034], [0.1744, -0.9847, 5.0407], [-1.0110, -1.5441, 4.6527], [-2.1276, -1.8687, 5.5156], [-1.2273, -6.7224, 1.5992], [-1.2806, -5.5901, 2.9559], [-2.6567, -5.7104, 1.8485], [0.2037, -5.9667, -0.2366], [0.7959, -3.5159, -1.3631], [-3.0017, 1.2535, -0.5442], [-5.4809, 0.1445, -0.0343], [-6.2934, -1.7328, 1.2988], [-5.1700, -3.0956, 1.3795], [-5.3432, -2.0077, 2.7645], [1.9272, -0.4821, 3.7852], [0.3735, -0.7261, 6.0674], [-1.9584, -1.4382, 6.4991], [-3.0542, -1.4631, 5.1122], [-2.2400, -2.9484, 5.6198], [3.5139, -1.5098, -1.8539], [4.0569, -0.5584, -0.8447], [3.3402, 0.1048, -0.0064], [4.0859, 0.9290, 0.8001], [5.4273, 0.8743, 0.5698], [5.7665, -0.2220, -0.7048], [3.3859, 1.7566, 1.7814], [3.9392, 2.6388, 2.6591], [2.7186, 3.3788, 3.6098], [1.5144, 2.4355, 2.7617], [2.0163, 1.6659, 1.8597], [0.0669, 2.5135, 3.1116], [2.4421, -1.3439, -1.9505], [3.6937, -2.5430, -1.5505], [3.9849, -1.3521, -2.8238], [6.2223, 1.4174, 1.0540], [4.9760, 2.9008, 2.7941], [-0.2487, 3.5472, 3.2504], [-0.1203, 1.9704, 4.0405], [-0.5175, 2.0611, 2.3127], [0.1811, 4.7491, 0.1977], [0.2270, 4.3762, -1.2630], [0.2702, 5.3626, -2.2337], [0.3080, 4.9509, -3.5701], [0.2914, 3.6162, -3.8711], [0.2277, 2.6384, -2.8273], [0.2061, 3.0703, -1.5312], [0.1830, 1.3189, -3.0260], [0.1717, 0.4709, -4.4854], [1.7338, 0.6476, -5.5613], [0.0796, -1.3695, -4.0096], [-1.2999, 0.7991, -5.6476], [0.4187, 5.8027, 0.3442], [0.8911, 4.1359, 0.7525], [-0.8206, 4.5582, 0.5921], [0.2867, 6.4106, -1.9657], [0.3569, 5.6916, -4.3612], [0.3314, 3.2776, -4.8990], [2.6249, 0.4159, -4.9708], [1.8482, 1.6671, -5.9382], [1.7107, -0.0279, -6.4204], [1.0796, -1.7717, -3.8196], [-0.3651, -1.9699, -4.8085], [-0.5267, -1.5048, -3.1099], [-1.3747, 1.8596, -5.9009], [-2.2331, 0.5129, -5.1548], [-1.2218, 0.2346, -6.5798]], "gap_ev": 5.788, "largest_force_ev_per_a": 0.68, "charge": 0, "e_above_lowest_kcal_mol": 5.39}

***

[2]
{"formula": "C29H38N3PdSSi2", "method": "the ωB97M-V functional and the def2-TZVPD basis", "elements": ["Pd", "C", "Si", "C", "C", "C", "C", "C", "C", "C", "C", "N", "Si", "C", "C", "C", "H", "H", "H", "H", "H", "H", "H", "H", "H", "H", "H", "H", "H", "H", "H", "H", "H", "H", "H", "H", "H", "H", "C", "C", "C", "N", "C", "C", "H", "H", "H", "H", "H", "N", "S", "C", "C", "C", "C", "C", "C", "C", "C", "C", "C", "C", "C", "H", "H", "H", "H", "H", "H", "H", "H", "H", "H", "H"], "xyz": [[-0.2564, 1.0518, -0.1047], [0.2071, 1.6138, 2.8796], [1.6752, 0.9849, 1.7630], [1.7435, -0.9372, 1.8774], [3.1688, 1.5606, 2.8514], [1.9239, 1.7150, 0.0630], [1.7231, 3.1490, 0.0380], [2.7445, 4.0184, 0.4701], [2.5645, 5.3780, 0.3995], [1.3681, 5.8732, -0.1155], [0.4162, 4.9535, -0.5228], [0.5748, 3.6455, -0.4557], [1.6949, 0.9356, -1.6474], [1.9370, -0.9799, -1.7176], [3.3339, 1.5277, -2.4977], [0.4320, 1.5008, -3.0359], [0.3259, 1.3173, 3.9204], [-0.7624, 1.2464, 2.5342], [0.1868, 2.7031, 2.8459], [2.4293, -1.2327, 2.6641], [2.0901, -1.3853, 0.9553], [0.7724, -1.3581, 2.1158], [3.1233, 1.1190, 3.8424], [3.1625, 2.6382, 2.9785], [4.1220, 1.2834, 2.4141], [3.6648, 3.5883, 0.8325], [3.3402, 6.0611, 0.7306], [1.1837, 6.9370, -0.1836], [-0.5332, 5.2957, -0.9273], [2.9246, -1.2190, -1.3386], [1.8769, -1.3380, -2.7406], [1.2087, -1.5266, -1.1245], [4.2105, 1.1971, -1.9499], [3.3630, 2.6118, -2.5425], [3.4204, 1.1516, -3.5127], [-0.6081, 1.4846, -2.7004], [0.5240, 0.9248, -3.9547], [0.6730, 2.5342, -3.2688], [-4.2386, 0.9977, 1.0200], [-4.3442, 0.4926, -0.2653], [-3.3915, 0.8668, -1.2002], [-2.4030, 1.7143, -0.9443], [-2.3147, 2.2240, 0.2932], [-3.2149, 1.8843, 1.3041], [-4.9460, 0.6995, 1.7828], [-5.1465, -0.1789, -0.5397], [-3.4387, 0.4782, -2.2150], [-1.5828, 3.0240, 0.4319], [-3.1109, 2.3153, 2.2893], [-1.7018, -0.7225, 1.2109], [-2.2150, -2.1129, 0.8660], [-1.0060, -3.4381, 1.3510], [-1.1936, -3.9670, 2.6175], [-0.3672, -4.9776, 3.0738], [0.6527, -5.4490, 2.2636], [0.8603, -4.8913, 1.0124], [0.0340, -3.8795, 0.5559], [-2.0745, -2.4872, -0.9267], [-1.5050, -1.5801, -1.7976], [-1.4981, -1.8622, -3.1540], [-2.0614, -3.0355, -3.6254], [-2.6300, -3.9418, -2.7423], [-2.6377, -3.6664, -1.3850], [-0.8204, -0.3391, 0.7637], [-1.9904, -3.5799, 3.2361], [-0.5195, -5.4032, 4.0545], [1.2939, -6.2465, 2.6109], [1.6622, -5.2505, 0.3829], [0.2002, -3.4443, -0.4184], [-1.0565, -0.6482, -1.4290], [-1.0489, -1.1575, -3.8364], [-2.0562, -3.2472, -4.6869], [-3.0665, -4.8598, -3.1156], [-3.0730, -4.3584, -0.6759]], "gap_ev": 5.485, "largest_force_ev_per_a": 2.06, "charge": -1, "e_above_lowest_kcal_mol": 38.29}

***

[3]
{"formula": "C29H38N4OS4SbTeTi", "method": "the ωB97M-V functional and the def2-TZVPD basis", "elements": ["Ti", "C", "C", "N", "C", "C", "N", "C", "C", "N", "H", "H", "H", "H", "H", "H", "H", "H", "H", "H", "H", "H", "H", "H", "H", "S", "Sb", "S", "S", "S", "C", "C", "C", "C", "C", "C", "Te", "N", "C", "O", "C", "C", "C", "C", "C", "C", "C", "C", "C", "C", "C", "C", "C", "C", "C", "C", "H", "H", "H", "H", "H", "H", "H", "H", "H", "H", "H", "H", "H", "H", "H", "H", "H", "H", "H", "H", "H", "H", "H"], "xyz": [[-0.6064, -0.0263, -0.2198], [-1.5711, -1.7375, -2.6969], [-0.5417, -0.6730, -3.1325], [0.5083, -0.5486, -2.1289], [1.4256, -1.6928, -2.0619], [1.8592, -1.8807, -0.6156], [0.7010, -1.8232, 0.2803], [-0.0938, -3.0406, 0.4172], [-1.0190, -3.2363, -0.7834], [-1.5483, -1.9519, -1.2438], [-2.5662, -1.4071, -2.9989], [-1.3819, -2.6894, -3.2040], [-0.1427, -0.9220, -4.1258], [-1.0138, 0.3077, -3.1909], [1.1028, 0.2740, -2.3439], [0.9384, -2.5839, -2.4618], [2.3112, -1.4894, -2.6722], [2.4296, -2.8115, -0.4878], [2.4972, -1.0332, -0.3557], [1.0001, -1.5159, 1.2040], [0.5345, -3.9307, 0.5636], [-0.7024, -2.9019, 1.3086], [-0.4902, -3.7136, -1.6088], [-1.8252, -3.9208, -0.4944], [-2.4440, -1.7152, -0.8317], [2.1447, 4.7971, -0.6433], [1.6229, 2.5673, -0.7106], [-0.6785, 2.2494, -1.2254], [1.3493, 1.0986, 1.1643], [2.9427, 1.5092, -2.3189], [2.7637, 0.9236, 9.5642], [2.0364, 0.6703, 8.2691], [2.4160, 1.3051, 7.0965], [1.7576, 1.0765, 5.8879], [2.2291, 1.8080, 4.6585], [0.6775, 0.1777, 5.8467], [-0.3792, -0.0549, 3.9623], [-1.6343, -0.6127, 1.5936], [-2.6989, -0.1445, 1.0567], [-2.7396, 0.1416, -0.2386], [-4.0181, 0.0889, 1.7698], [-5.1552, 0.3933, 1.0256], [-6.3819, 0.5744, 1.6502], [-6.4830, 0.4673, 3.0309], [-5.3493, 0.1827, 3.7807], [-4.1255, -0.0065, 3.1533], [0.1617, -2.1147, 3.9121], [1.5281, -2.3908, 3.9012], [2.0027, -3.6951, 3.8937], [1.1002, -4.7479, 3.8930], [-0.2603, -4.4812, 3.8918], [-0.7522, -3.1754, 3.8946], [-2.2349, -2.9432, 3.8702], [0.2792, -0.4569, 7.0322], [-0.8716, -1.4266, 7.0545], [0.9629, -0.2079, 8.2187], [3.5498, 1.6677, 9.4318], [3.2283, 0.0104, 9.9446], [2.0829, 1.2880, 10.3374], [3.2496, 2.0014, 7.1138], [3.0705, 2.4620, 4.8927], [1.4431, 2.4170, 4.2098], [2.5302, 1.1229, 3.8649], [-5.0460, 0.4960, -0.0455], [-7.2594, 0.8101, 1.0586], [-7.4384, 0.6162, 3.5216], [-5.4148, 0.1153, 4.8608], [-3.2347, -0.2114, 3.7319], [2.2301, -1.5647, 3.8897], [3.0699, -3.8809, 3.8797], [1.4528, -5.7729, 3.8829], [-0.9693, -5.3027, 3.8765], [-2.7678, -3.8672, 3.6367], [-2.4782, -2.1897, 3.1184], [-2.5868, -2.5777, 4.8393], [-1.7371, -1.0112, 6.5335], [-1.1519, -1.6731, 8.0803], [-0.6108, -2.3537, 6.5377], [0.6427, -0.7106, 9.1281]], "gap_ev": [5.381, 5.576], "largest_force_ev_per_a": 0.81, "multiplicity": 2, "charge": -2, "e_above_lowest_kcal_mol": 5.22}